C21H30N3OS3Ti | ωB97M-V with the def2-TZVPD basis set

Results
HOMO energy (alpha / beta) in eV: -9.592 / -11.045
LUMO (alpha / beta) in eV: -2.6 / -3.8
Energy above the lowest of the compared OMol25 structures with the same formula, charge and spin in kJ/mol: 51.9
Frontier orbital gap (alpha / beta) in eV: 6.99 / 7.29

Structure (ORCA input):
```
! RIJCOSX wB97M-V def2-TZVPD def2/J DEFGRID3
* xyz 1 3
Ti 0.31 -0.12 -0.05
C 1.67 -3.86 3.95
C 2.02 -2.65 4.54
C 1.96 -1.46 3.83
C 1.53 -1.49 2.50
C 1.19 -2.70 1.90
C 1.26 -3.88 2.63
N 1.40 -0.32 1.70
N 1.95 0.76 2.23
C 1.92 1.82 1.39
C 2.48 3.04 1.82
C 2.54 4.09 0.94
C 2.02 3.93 -0.36
C 1.43 2.74 -0.70
N 1.36 1.69 0.16
H 1.74 -4.78 4.52
H 2.35 -2.62 5.57
H 2.22 -0.52 4.29
H 0.93 -2.74 0.85
H 1.01 -4.82 2.15
H 2.88 3.10 2.82
H 2.98 5.02 1.24
H 2.07 4.73 -1.09
H 1.00 2.58 -1.67
C -3.41 -0.55 -2.00
C -2.86 0.87 -2.07
S -1.69 1.49 -0.85
C -2.59 1.59 0.71
C -3.03 0.27 1.34
S -1.65 -0.88 1.63
C -2.30 -2.51 1.19
C -3.08 -2.60 -0.12
S -2.24 -1.86 -1.54
H -3.80 -0.79 -2.99
H -4.27 -0.60 -1.33
H -3.70 1.58 -2.08
H -2.33 1.03 -3.01
H -3.46 2.23 0.58
H -1.91 2.12 1.38
H -3.78 -0.22 0.73
H -3.48 0.48 2.31
H -2.90 -2.88 2.02
H -1.40 -3.12 1.14
H -4.07 -2.15 -0.02
H -3.25 -3.66 -0.32
C 2.02 -0.87 -3.65
C 2.11 -1.39 -2.23
C 2.05 -2.90 -2.18
C 3.36 -0.85 -1.53
O 0.95 -0.89 -1.52
H 2.94 -1.09 -4.19
H 1.87 0.21 -3.66
H 1.19 -1.34 -4.18
H 2.86 -3.33 -2.77
H 1.10 -3.26 -2.58
H 2.16 -3.27 -1.15
H 4.25 -1.32 -1.95
H 3.34 -1.09 -0.46
H 3.45 0.23 -1.64
*
```

Atomic partial charges in e from the Mulliken method, atoms 1 to 8: 0.302, -0.596, -0.618, -0.611, -0.493, 0.491, -0.929, 1.297